[1]
The following is a quantum chemistry calculation of a single C5H8O2 molecule, from the OMol25 dataset.

Output
Energy relative to the best compared isomer or geometry (same formula, charge and spin) in eV: 2.817
Electronic energy in eV: -9407.0147

```
! wB97M-V def2-TZVPD RIJCOSX def2/J DEFGRID3
* xyz 0 1
C -1.56 0.30 -0.95
C -0.45 0.27 0.09
O -0.90 0.52 1.42
C 0.40 -1.01 0.15
C 1.78 -0.43 0.38
O 1.72 0.90 -0.24
C 0.53 1.40 -0.30
H -1.14 0.13 -1.94
H -2.35 -0.44 -0.76
H -2.00 1.30 -0.95
H -1.04 1.47 1.52
H 0.08 -1.64 0.99
H 0.34 -1.59 -0.77
H 2.63 -0.96 -0.06
H 1.98 -0.22 1.43
*
```

---

[2]
The following is a quantum chemistry calculation of a single C5H8O2 molecule, from the OMol25 dataset.

Output
SMILES string: CC1(OC=O)CC1
Energy relative to the best compared isomer or geometry (same formula, charge and spin) in eV: 2.798
Electronic energy in eV: -9407.0343

```
! wB97M-V def2-TZVPD RIJCOSX def2/J DEFGRID3
* xyz 0 1
C -0.41 1.57 -0.19
C -0.08 0.19 0.27
O 1.26 0.09 0.64
C 2.22 -0.47 -0.43
O 2.36 -0.19 -1.57
C -0.70 -1.01 -0.40
C -1.12 -0.63 1.00
H 0.25 1.84 -1.02
H -0.25 2.29 0.62
H -1.45 1.63 -0.52
H 2.32 -1.13 0.43
H -1.37 -0.82 -1.23
H -0.11 -1.91 -0.50
H -2.10 -0.18 1.13
H -0.81 -1.28 1.81
*
```

---

[3]
The following is a quantum chemistry calculation of 2 unconnected molecules or ions with the total composition C5H8O2, from the OMol25 dataset.

Output
SMILES string: O[C@@]12C=C[C@@H]1C2.O
Energy relative to the best compared isomer or geometry (same formula, charge and spin) in eV: 3.404
Electronic energy in eV: -9406.4284

```
! wB97M-V def2-TZVPD RIJCOSX def2/J DEFGRID3
* xyz 0 1
O -2.54 -0.10 0.63
C -1.20 0.00 0.31
C -0.28 1.17 0.63
C 0.68 0.36 1.10
C -0.12 -0.90 0.84
C -0.51 -0.97 -0.63
H -3.05 0.23 -0.12
H -0.35 2.24 0.42
H 1.71 0.52 1.41
H -0.27 -1.73 1.53
H -1.11 -1.84 -0.89
H 0.18 -0.62 -1.40
O 2.47 0.82 -1.55
H 2.62 -0.12 -1.46
H 1.79 1.01 -0.89
*
```

---

[4]
The following is a quantum chemistry calculation of 2 unconnected molecules or ions with the total composition C5H8O2, from the OMol25 dataset.

Output
Energy relative to the best compared isomer or geometry (same formula, charge and spin) in eV: 1.582
Electronic energy in eV: -9408.2506

```
! wB97M-V def2-TZVPD RIJCOSX def2/J DEFGRID3
* xyz 0 1
O -2.28 -0.31 1.57
C -1.55 -0.21 0.35
C -0.08 -0.12 0.76
C 0.95 -0.66 -0.20
C 2.20 -0.21 -0.29
C 0.55 1.97 -1.61
O 0.72 1.73 -2.70
H -3.21 -0.38 1.35
H -1.87 0.68 -0.22
H -1.72 -1.09 -0.29
H 0.17 0.91 1.06
H 0.01 -0.75 1.65
H 0.65 -1.53 -0.79
H 2.94 -0.70 -0.92
H 2.53 0.66 0.28
*
```

---

[5]
The following is a quantum chemistry calculation of a molecular structure, C5H8O2, from the OMol25 dataset.

Output
Energy relative to the best compared isomer or geometry (same formula, charge and spin) in eV: 2.936
Electronic energy in eV: -9406.8964

```
! wB97M-V def2-TZVPD RIJCOSX def2/J DEFGRID3
* xyz 0 1
O -2.39 1.37 0.16
C -1.56 0.52 -0.61
C -0.21 0.57 0.04
O -0.09 -0.06 1.33
C 1.22 -0.49 0.98
C 1.13 -1.58 -0.02
C 1.03 -0.12 -0.47
H -1.80 2.06 0.49
H -1.98 -0.48 -0.65
H -1.45 0.89 -1.65
H -0.05 1.65 0.21
H 2.03 -0.27 1.67
H 0.31 -2.29 0.02
H 2.09 -2.03 -0.29
H 1.72 0.27 -1.21
*
```

---

[6]
The following is a quantum chemistry calculation of a single C5H8O2 molecule, from the OMol25 dataset.

Output
SMILES string: C[C@@H]1[C@H](O)[C@H]1C=O
Energy relative to the best compared isomer or geometry (same formula, charge and spin) in eV: 3.183
Electronic energy in eV: -9406.6489

```
! wB97M-V def2-TZVPD RIJCOSX def2/J DEFGRID3
* xyz 0 1
C 1.82 -0.53 0.41
C 0.52 0.13 0.81
C -0.69 -0.54 0.30
O -0.72 -1.52 -0.64
C -0.08 1.03 -0.22
C -1.48 1.21 -0.52
O -1.84 1.01 -1.69
H 2.64 0.20 0.40
H 1.75 -1.00 -0.57
H 2.04 -1.31 1.15
H 0.43 0.47 1.83
H -1.50 -0.61 1.04
H -1.17 -1.19 -1.44
H 0.47 1.19 -1.16
H -2.19 1.46 0.29
*
```

---

[7]
The following is a quantum chemistry calculation of a single C5H8O2 molecule, from the OMol25 dataset.

Output
SMILES string: O=C=CCCCO
Energy relative to the best compared isomer or geometry (same formula, charge and spin) in eV: 1.956
Electronic energy in eV: -9407.8760

```
! wB97M-V def2-TZVPD RIJCOSX def2/J DEFGRID3
* xyz 0 1
O -1.60 -0.18 2.55
C -0.47 -0.21 2.25
C 0.80 -0.25 1.87
C 1.10 -0.11 0.38
C -0.31 0.01 -0.22
C -0.69 0.76 -1.47
O -0.32 0.20 -2.70
H 1.51 -0.51 2.64
H 1.65 -1.00 0.03
H 1.73 0.76 0.15
H -0.75 -1.00 -0.23
H -0.83 0.63 0.50
H -1.78 0.78 -1.45
H -0.34 1.80 -1.35
H 0.64 0.21 -2.74
*
```

---

[8]
The following is a quantum chemistry calculation of a single C5H8O2 molecule, from the OMol25 dataset.

Output
SMILES string: O=C1CC[C@@H]1CO
Energy relative to the best compared isomer or geometry (same formula, charge and spin) in eV: 2.191
Electronic energy in eV: -9407.6411

```
! wB97M-V def2-TZVPD RIJCOSX def2/J DEFGRID3
* xyz 0 1
O -1.00 -2.03 -0.43
C -0.99 -0.88 -0.06
C -1.99 0.24 -0.29
C -0.81 1.22 -0.12
C 0.14 -0.01 0.46
C 1.54 -0.54 -0.03
O 2.59 0.30 0.41
H -2.60 0.14 -1.19
H -2.67 0.30 0.57
H -1.05 2.07 0.55
H -0.04 1.40 -0.84
H 0.22 0.14 1.52
H 1.63 -1.54 0.43
H 1.62 -0.73 -1.12
H 3.43 -0.08 0.13
*
```

---

[9]
The following is a quantum chemistry calculation of a molecular structure, C5H8O2, from the OMol25 dataset.

Output
Energy relative to the best compared isomer or geometry (same formula, charge and spin) in eV: 2.748
Electronic energy in eV: -9407.0843

```
! wB97M-V def2-TZVPD RIJCOSX def2/J DEFGRID3
* xyz 0 1
O 2.14 -0.36 -0.02
C 1.00 -0.02 -0.21
C 0.45 1.30 -0.75
C -1.02 0.85 -0.80
C -1.27 0.22 0.58
C -0.31 -0.81 -0.05
O -0.90 -0.50 -1.35
H 1.97 -2.06 1.39
H 1.69 -2.46 1.96
H 0.65 2.13 -0.06
H 0.86 1.53 -1.73
H -1.75 1.47 -1.31
H -0.96 0.76 1.48
H -2.28 -0.19 0.67
H -0.27 -1.87 0.21
*
```

---

[10]
The following is a quantum chemistry calculation of a single C5H8O2 molecule, from the OMol25 dataset.

Output
SMILES string: CC1(OC=O)CC1
Energy relative to the best compared isomer or geometry (same formula, charge and spin) in eV: 1.121
Electronic energy in eV: -9408.7107

```
! wB97M-V def2-TZVPD RIJCOSX def2/J DEFGRID3
* xyz 0 1
C -0.31 -1.63 0.54
C 0.09 -0.25 0.10
O -0.05 0.66 1.19
C -0.70 1.82 1.13
O -1.32 2.29 0.21
C -0.08 0.18 -1.33
C 1.30 -0.03 -0.75
H -1.39 -1.69 0.72
H 0.21 -1.91 1.46
H -0.06 -2.37 -0.23
H -0.58 2.32 2.10
H -0.46 -0.58 -2.01
H -0.42 1.19 -1.53
H 1.89 -0.88 -1.07
H 1.87 0.87 -0.52
*
```

---

[11]
The following is a quantum chemistry calculation of a single C5H8O2S molecule, from the OMol25 dataset.

Output
SMILES string: C[C@@H](O)C1=COCS1
Energy relative to the best compared isomer or geometry (same formula, charge and spin) in eV: 2.928
Electronic energy in eV: -20242.0005

```
! wB97M-V def2-TZVPD RIJCOSX def2/J DEFGRID3
* xyz 0 1
C 1.74 0.99 -0.83
C 1.42 -0.44 -0.02
O 2.01 -0.69 1.37
C -0.05 -0.43 0.30
C -1.02 -1.23 -0.30
O -2.37 -0.82 -0.32
C -2.55 0.33 0.54
S -0.93 1.14 0.56
H 1.36 0.78 -1.89
H 1.13 1.89 -0.51
H 2.82 1.11 -1.02
H 2.00 -1.16 -0.62
H 1.44 -0.17 1.94
H -0.82 -2.13 -0.76
H -2.89 -0.13 1.55
H -3.27 0.96 -0.02
*
```

---

[12]
The following is a quantum chemistry calculation of a single C5H8O2S molecule, from the OMol25 dataset.

Output
SMILES string: C=C(COC)OC=S
Energy relative to the best compared isomer or geometry (same formula, charge and spin) in eV: 2.268
Electronic energy in eV: -20242.6605

```
! wB97M-V def2-TZVPD RIJCOSX def2/J DEFGRID3
* xyz 0 1
C 1.63 -1.04 -0.25
C 0.32 -1.04 -0.14
C -0.39 -0.58 1.11
O -1.08 0.62 0.82
C -0.30 1.78 0.98
O -0.54 -1.44 -1.14
C -0.79 -0.48 -2.07
S -1.87 -0.69 -3.26
H 2.11 -1.38 -1.19
H 2.26 -0.72 0.58
H 0.38 -0.43 1.89
H -1.21 -1.31 1.38
H 0.42 1.86 0.16
H 0.29 1.75 1.95
H -0.94 2.60 1.05
H -0.29 0.49 -1.87
*
```

---

Max |F|: 0.52; 3.56; 0.29; 1.21; 0.63; 1.14; 1.06; 2.41; 0.61; 0.55; 5.40; 2.71 (eV/Å)
LUMO energy: 0.717; 0.986; 0.788; 0.955; 0.993; 0.788; 0.714; 0.799; 0.929; 0.980; 0.658; 0.371 (eV)